1.
15
Properties=species:S:1:pos:R:3:nbo_charge:R:1 method="wB97M-V/def2-TZVPD" e_lumo_ha=0.143 gap_ev=6.0 total_charge=-1 fmax_ev_per_a=4.1 total_energy_ha=-271.0506 e_homo_ev=-2.131 smiles="C=CCCC[O-]"
C 0.11848 -1.29544 0.65263 -0.02
O 0.51485 -2.43789 1.28195 -0.96
C 1.09045 -0.16829 0.66976 -0.41
C 0.47817 1.18867 -0.14936 -0.48
C -0.88704 0.96759 -0.75681 -0.14
C -1.40778 1.79136 -1.70598 -0.49
H 0.06706 -1.47579 -0.51284 0.05
H -0.96999 -1.08072 0.96243 0.08
H 2.00289 -0.54504 0.17375 0.19
H 1.50206 -0.06386 1.75515 0.18
H 0.40252 2.11935 0.36740 0.20
H 1.37362 1.31261 -0.88925 0.20
H -1.60503 0.32632 -0.13757 0.22
H -0.88149 2.59824 -2.25222 0.19
H -2.36417 1.40866 -1.98383 0.19

***

2.
78
Properties=species:S:1:pos:R:3:mulliken_charge:R:1 method="wB97M-V/def2-TZVPD" e_lumo_ha=-0.168 gap_ev=5.5 total_charge=+1 fmax_ev_per_a=5.5 total_energy_ha=-7047.6864 e_homo_ev=-10.068
C 3.66743 -5.20232 -4.02829 -1.03
C 2.79823 -3.78413 -3.85325 0.56
C 2.64686 -2.86678 -5.20688 -0.60
C 1.76243 -1.48817 -5.08787 -0.47
C 1.07248 -1.10553 -3.61322 0.17
C 0.18273 0.28750 -3.59633 0.87
C 0.96352 1.40577 -4.56109 -1.18
C -1.29266 0.04869 -4.34708 -0.92
C 1.22441 -2.02107 -2.26197 0.18
O 0.61223 -1.76452 -0.94957 -0.11
C 1.24648 -0.64136 -0.24232 -0.57
C 0.26921 0.05900 0.90785 0.31
C -1.35364 0.37224 0.65142 0.08
P -2.25609 -0.09490 -0.97982 0.77
C -2.66489 -1.98514 -0.74433 -0.81
O -3.76535 0.82578 -1.07602 -0.56
C -2.27160 1.09354 1.81717 -0.42
C -1.52366 1.48999 3.22103 -0.04
Br -2.64893 2.42088 4.63975 -0.07
N -0.06109 1.16936 3.43266 0.00
Br 0.65900 1.68352 5.12606 0.09
C 0.84669 0.48992 2.38579 -0.05
C 2.41174 0.23816 2.90078 0.10
C 2.75577 -1.30284 3.41629 -0.18
C 4.22998 -1.73678 4.00768 -0.44
C 5.36990 -0.53406 4.08057 -0.28
C 5.05478 1.00841 3.54264 -0.54
C 3.55865 1.45338 2.94312 -0.28
C 2.13002 -3.41868 -2.39351 -0.58
H 4.46596 -5.06977 -4.88091 0.30
H 2.84326 -6.01834 -4.30511 0.26
H 4.19539 -5.53900 -3.03889 0.31
H 3.12010 -3.14399 -6.25844 0.24
H 1.62660 -0.85102 -6.06092 0.20
H 0.07664 0.74900 -2.52575 -0.03
H 0.63735 1.19814 -5.69054 0.24
H 2.12699 1.22690 -4.53652 0.33
H 0.76311 2.51205 -4.23690 0.28
H -1.77810 -0.95325 -3.95628 0.18
H -2.01792 0.95751 -4.08826 0.15
H -1.18781 -0.05544 -5.52093 0.41
H 2.22742 -1.02354 0.31918 0.30
H 1.60759 0.18982 -0.99573 0.36
H -1.81950 -2.47010 -0.05750 0.15
H -2.78888 -2.54938 -1.77338 0.35
H -3.67720 -2.14576 -0.13947 0.32
H -4.13324 0.54171 -1.98047 0.33
H -3.41195 1.31551 1.67780 0.46
H 1.90281 -2.12144 3.37840 0.31
H 4.40856 -2.83854 4.36113 0.32
H 6.41829 -0.86281 4.54356 0.30
H 5.95461 1.77646 3.65467 0.30
H 3.32062 2.56233 2.58173 0.51
H 2.29928 -4.16160 -1.48941 0.25
C -6.66005 3.42529 3.98807 -0.45
O -6.52416 2.55449 5.09595 -0.48
H -7.53148 4.06555 4.14411 0.24
H -5.76542 4.04652 3.89977 0.20
H -6.80039 2.83824 3.07707 0.22
H -5.74356 1.99937 4.92912 0.27
C -2.51990 -5.65737 0.21615 -0.54
O -2.78838 -4.51990 1.01505 -0.47
H -1.86373 -5.36628 -0.60749 0.20
H -2.02446 -6.42034 0.82155 0.28
H -3.45655 -6.04920 -0.18808 0.28
H -3.37221 -4.80890 1.73682 0.28
C 3.33314 5.46093 3.82790 -0.63
O 2.94427 4.38362 2.99582 -0.49
H 4.17025 5.98584 3.36167 0.24
H 2.49449 6.15115 3.94779 0.28
H 3.64436 5.07610 4.80222 0.28
H 2.20058 3.93719 3.43508 0.25
C -2.69849 4.26531 -1.74704 -0.68
O -2.43281 2.89358 -1.51918 -0.34
H -1.93755 4.66766 -2.41991 0.20
H -3.68348 4.37514 -2.20729 0.28
H -2.66551 4.80633 -0.79811 0.27
H -3.12361 2.56442 -0.91937 0.21

***

3.
75
Properties=species:S:1:pos:R:3:mulliken_spin:R:1 method="wB97M-V/def2-TZVPD" e_lumo_ha="-0.113 / -0.243" s2=3.76 multiplicity=4 gap_ev="7.6 / 4.1" total_charge=+1 fmax_ev_per_a=7.0 total_energy_ha=-4151.1659 e_homo_ev="-10.654 / -10.653"
Pd 1.07063 -2.27273 -0.32765 1.05
C -2.59937 -1.20213 1.53293 0.01
C -1.25273 -1.10837 1.56356 -0.01
N -0.86667 -1.52609 0.38560 0.13
N -1.88595 -2.15947 -0.23177 0.00
C -2.96502 -1.90822 0.44337 0.02
B -1.92422 -2.69395 -1.64261 0.00
N -1.10721 -4.07959 -1.71212 0.01
C -1.59608 -5.35946 -1.83788 0.01
C -0.66978 -6.23353 -1.23106 0.00
C 0.31523 -5.35543 -0.81976 0.02
N 0.00943 -4.07842 -0.99877 0.05
N -1.13711 -1.71870 -2.73185 0.03
C -0.29111 -2.01818 -3.66075 0.01
C 0.20358 -0.84952 -4.19936 -0.02
C -0.43615 0.09732 -3.45990 0.00
N -1.33589 -0.48471 -2.52866 -0.01
N -3.37803 -3.06386 -2.15189 0.00
C -4.15494 -2.78126 -3.24002 0.00
C -5.47390 -3.23416 -3.06107 0.00
C -5.45051 -3.76713 -1.78125 0.00
N -4.26552 -3.66513 -1.18722 0.00
H -3.38438 -1.05890 2.26447 0.00
H -0.51311 -0.50440 2.27862 0.00
H -4.05837 -2.18867 0.60828 0.00
H -2.55949 -5.37608 -2.31116 0.00
H -0.73899 -7.29776 -1.10235 0.00
H 1.15674 -5.59438 -0.20388 0.00
H 0.20701 -3.11027 -3.75408 0.00
H 0.91182 -0.79560 -5.02090 0.00
H -0.54269 1.16255 -3.55718 0.00
H -3.63480 -2.30028 -4.03101 0.00
H -6.28909 -3.00088 -3.70551 0.00
H -6.42324 -4.20397 -1.57723 0.00
H -0.94329 1.92458 -7.53613 0.99
C 4.31738 2.75770 2.58286 0.00
C 4.57104 1.22642 2.68398 0.00
C 3.74273 0.44507 3.72668 0.00
C 2.46766 -0.07750 3.15172 0.00
N 1.60999 0.86399 2.38384 0.01
C 1.52085 0.97229 1.03080 -0.03
Se 2.38413 0.05011 -0.29215 0.64
N 0.61494 1.97499 0.78207 0.01
C -0.12037 2.16533 -0.54745 0.03
C 0.08906 3.53702 -1.17362 0.00
C 1.45585 4.20571 -1.21186 0.00
C 2.47914 3.54046 -2.16358 0.00
C 0.12191 2.47804 1.99090 0.01
C -0.91757 3.34546 2.30528 0.00
C -1.13346 3.60320 3.60565 0.01
C -0.47860 2.91379 4.63029 0.00
C 0.49124 1.92444 4.35343 0.00
C 0.80375 1.82829 2.96024 0.00
H 5.18122 3.31990 2.11729 0.00
H 4.35944 3.14261 3.60441 0.00
H 3.43976 3.06511 2.04404 0.00
H 5.63868 1.11332 2.84025 0.00
H 4.41071 0.69281 1.75815 0.01
H 3.50779 1.08941 4.56594 0.00
H 4.31660 -0.48966 3.94442 0.00
H 1.76662 -0.50996 3.87178 0.00
H 2.80916 -0.83633 2.43741 -0.01
H -1.14814 1.90467 -0.36115 0.00
H 0.35030 1.36091 -1.22448 0.00
H -0.56736 4.24501 -0.67973 0.00
H -0.30734 3.49118 -2.19597 0.00
H 1.93028 4.49093 -0.27773 0.00
H 1.27011 5.22199 -1.61065 0.00
H 3.42365 3.94517 -2.06833 0.00
H 2.04354 3.49598 -3.15469 0.00
H 2.52966 2.48338 -1.92356 0.00
H -1.45974 3.85801 1.51182 0.00
H -1.88837 4.32781 3.82316 0.00
H -0.74256 3.17269 5.63752 0.00
H 1.11951 1.46699 5.06719 0.00

***

4.
117
Properties=species:S:1:pos:R:3:mulliken_spin:R:1 method="wB97M-V/def2-TZVPD" e_lumo_ha="0.144 / 0.144" s2=6.01 multiplicity=5 gap_ev="6.1 / 6.1" total_charge=-2 fmax_ev_per_a=2.4 total_energy_ha=-4483.0419 e_homo_ev="-2.205 / -2.208"
Cr -0.99568 -1.30004 -1.30158 3.74
C -2.51389 1.91851 -2.12319 0.12
C -1.26045 2.72364 -1.85630 -0.05
C -1.59378 3.85311 -0.87472 0.00
C -0.08119 1.94070 -1.35162 0.06
C 1.12926 2.60750 -1.12657 0.00
C 2.03093 1.64318 -0.74886 0.02
C 3.45551 1.91461 -0.36696 0.00
C 3.48560 2.69524 0.95097 0.00
C 4.17332 2.69931 -1.47016 0.00
N 1.37940 0.45601 -0.75695 0.01
N 0.08077 0.63535 -1.12890 0.05
B 2.06968 -0.92227 -0.61705 -0.02
N 1.83194 -1.64186 -1.96637 0.02
N 0.60801 -1.57007 -2.50364 -0.15
C 0.64805 -2.06898 -3.73833 0.01
C 1.95260 -2.47344 -4.00923 0.00
C 2.68406 -2.18601 -2.86982 0.02
C 4.14875 -2.47306 -2.73740 0.00
C 4.43341 -3.42585 -1.57781 0.00
C 5.00419 -1.20388 -2.66542 0.00
C -0.57304 -2.14540 -4.60705 0.07
C -0.32025 -2.99348 -5.85070 0.01
C -1.04390 -0.74094 -4.99202 -0.06
N 1.51267 -1.67966 0.60079 -0.04
N 0.22862 -2.04799 0.53097 -0.05
C -0.10183 -2.67799 1.64663 0.01
C 1.01885 -2.72789 2.47644 0.01
C 2.03110 -2.06936 1.79455 0.01
C 3.34930 -1.82542 2.49331 0.00
C 3.08629 -0.87847 3.67411 0.00
C 4.54033 -1.29921 1.70362 0.00
C -1.47990 -3.20013 1.89930 0.05
C -2.42226 -2.06290 2.29922 0.03
C -1.47914 -4.29517 2.96513 0.00
H -3.22192 2.50148 -2.70772 0.00
H -2.27806 1.00385 -2.66331 0.00
H -2.98720 1.63970 -1.18728 -0.02
H -0.91641 3.18278 -2.80045 0.00
H -2.07186 3.42393 0.00034 0.00
H -0.70162 4.38891 -0.55845 0.00
H -2.27839 4.56332 -1.33649 0.00
H 1.32135 3.65680 -1.23913 0.00
H 3.98602 0.97319 -0.22701 0.00
H 3.05175 3.68338 0.81198 0.00
H 2.90027 2.17440 1.70410 0.00
H 4.50892 2.80713 1.31087 0.00
H 3.72891 3.68450 -1.59275 0.00
H 5.22695 2.82392 -1.21981 0.00
H 4.09945 2.16920 -2.41681 0.00
H 3.22657 -0.77525 -0.48150 0.00
H 2.32946 -2.93211 -4.90133 0.00
H 4.42907 -2.98806 -3.66538 0.00
H 4.04245 -3.01808 -0.65347 0.00
H 3.93782 -4.37701 -1.75420 0.00
H 5.50601 -3.59427 -1.47223 0.00
H 4.84209 -0.67751 -1.73267 0.00
H 6.06163 -1.45766 -2.73814 0.00
H 4.74834 -0.53528 -3.48506 0.00
H -1.36998 -2.61430 -4.01653 0.01
H 0.44487 -2.53594 -6.47527 0.00
H 0.01095 -3.98992 -5.57214 0.00
H -1.23222 -3.08166 -6.43869 0.00
H -0.27860 -0.22512 -5.57002 0.00
H -1.95664 -0.79223 -5.58290 0.00
H -1.24206 -0.16943 -4.08517 0.06
H 1.09491 -3.18450 3.44461 0.00
H 3.64579 -2.79961 2.90899 0.00
H 2.73450 0.08367 3.31190 0.00
H 2.32180 -1.28789 4.32729 0.00
H 3.99680 -0.72473 4.25383 0.00
H 4.37975 -0.26568 1.41624 0.00
H 5.43249 -1.34492 2.32915 0.00
H 4.72453 -1.89523 0.81796 0.00
H -1.84896 -3.62479 0.96235 -0.01
H -2.11314 -1.61987 3.24448 0.00
H -2.41567 -1.28939 1.53265 0.02
H -3.44238 -2.43278 2.40127 0.00
H -1.20998 -3.87818 3.93485 0.00
H -2.47531 -4.72775 3.04816 0.00
H -0.77236 -5.08262 2.70753 0.00
N -3.54688 -3.74994 -1.00420 0.01
C -2.28742 -4.13721 -1.35571 0.01
N -1.88316 -5.39477 -1.50665 0.00
N -0.58631 -5.28815 -1.80126 0.01
N -0.22520 -4.05846 -1.82432 0.03
N -1.27761 -3.27022 -1.56116 -0.05
C -3.90940 -2.42045 -1.02831 0.07
N -5.17673 -2.03411 -1.06412 0.00
N -5.11376 -0.70449 -1.08244 0.01
N -3.89995 -0.31168 -1.05385 0.00
N -3.06591 -1.36230 -1.01777 -0.07
H -4.29210 -4.41959 -1.10313 0.00
N -2.25866 7.36561 4.56020 0.00
C -2.87597 6.22984 4.00652 0.00
C -3.39678 5.23968 4.83473 0.00
C -4.03124 4.13647 4.28541 0.00
C -4.15454 4.02764 2.91700 0.00
C -3.66148 5.01408 2.08480 0.00
C -3.02120 6.11628 2.62581 0.00
S -4.79707 2.52475 2.13900 0.00
O -5.81720 2.96682 1.22035 0.00
O -5.23816 1.65782 3.21372 0.00
N -3.52755 2.01247 1.31752 0.00
C -2.50162 1.49730 1.92783 0.01
S -2.46381 1.29152 3.74435 0.00
C -0.81044 0.76811 3.57730 0.00
C -0.44733 0.75623 2.27606 -0.01
N -1.37829 1.15298 1.37770 0.03
H -1.88344 7.20098 5.48460 0.00
H -1.56865 7.78170 3.95069 0.00
H -3.29102 5.33634 5.90788 0.00
H -4.42967 3.34788 4.90513 0.00
H -3.78388 4.89293 1.02138 0.00
H -2.61407 6.88558 1.98538 0.00
H -0.24592 0.46982 4.43776 0.00
H 0.52437 0.46247 1.91281 0.01